Record 1
A structure of composition C38H40N6O4PtSSi, computed with the ωB97M-V functional and the def2-TZVPD basis.

Last column: Mulliken spin population.
Positions of all 91 atoms, in Å:
Pt (0.20, -0.32, -0.03)  0.6057
N (-0.11, -0.25, 4.26)  0.0658
C (-0.46, -0.24, 3.00)  -0.0332
N (0.42, -0.19, 2.02)  0.0617
C (1.79, -0.29, 2.31)  0.1125
N (2.67, -0.40, 1.34)  0.1094
N (2.12, -0.42, 0.14)  0.3299
C (2.83, -0.39, -1.06)  0.0596
C (2.07, -0.30, -2.17)  0.1405
C (2.50, -0.03, -3.53)  0.0043
C (1.62, 0.17, -4.52)  0.1345
C (0.15, -0.04, -4.35)  0.0292
C (-0.28, -0.40, -2.93)  -0.0236
N (0.68, -0.36, -1.92)  0.5838
C (2.21, -0.25, 3.69)  0.0186
C (3.56, -0.23, 4.07)  0.0203
C (3.88, -0.12, 5.40)  0.0000
C (2.87, -0.04, 6.37)  0.0396
C (1.55, -0.10, 6.02)  -0.0213
C (1.22, -0.20, 4.67)  0.0615
H (-0.84, -0.31, 4.96)  -0.0026
H (-1.51, -0.27, 2.76)  -0.0060
H (3.92, -0.41, -1.04)  0.0027
H (3.57, 0.07, -3.70)  -0.0014
H (1.98, 0.45, -5.50)  -0.0009
H (-0.21, -0.75, -5.09)  0.0023
H (-0.84, -1.34, -2.82)  0.0074
H (4.32, -0.31, 3.31)  -0.0007
H (4.92, -0.09, 5.70)  0.0007
H (3.14, 0.07, 7.42)  0.0016
H (0.77, -0.07, 6.77)  -0.0002
C (-2.92, 4.30, -0.93)  0.0150
Si (-1.74, 4.29, 0.50)  -0.0146
C (-1.46, 6.02, 1.09)  0.0061
C (-2.43, 3.31, 1.92)  0.0080
N (-0.30, 3.41, 0.00)  0.5214
C (0.95, 3.84, -0.17)  0.0615
C (2.03, 2.91, -0.37)  0.0649
C (3.34, 3.32, -0.47)  -0.1253
C (3.64, 4.68, -0.40)  0.2434
C (2.62, 5.63, -0.27)  -0.0892
C (1.31, 5.23, -0.16)  0.1826
H (-3.55, 5.20, -0.89)  -0.0003
H (-3.59, 3.43, -0.91)  -0.0014
H (-2.39, 4.30, -1.89)  0.0033
H (-2.36, 6.37, 1.61)  0.0003
H (-1.27, 6.71, 0.26)  -0.0002
H (-0.62, 6.09, 1.80)  -0.0025
H (-3.40, 3.71, 2.24)  0.0000
H (-1.73, 3.35, 2.77)  0.0021
H (-2.56, 2.27, 1.61)  0.0020
H (1.76, 1.86, -0.43)  0.2088
H (4.13, 2.59, -0.60)  0.0005
H (4.68, 5.01, -0.47)  0.0098
H (2.87, 6.68, -0.25)  0.0008
H (0.52, 5.97, -0.07)  0.0119
C (-4.15, -0.57, -0.74)  -0.0006
C (-2.82, -0.05, -1.15)  -0.0053
O (-1.90, -0.08, -0.28)  0.0509
C (-2.59, 0.46, -2.50)  0.0289
C (-1.20, 0.86, -2.82)  0.1541
C (-0.82, 1.24, -4.27)  -0.0208
C (-1.98, 1.24, -5.22)  0.0070
C (-3.22, 0.92, -4.83)  0.0018
C (-3.52, 0.50, -3.45)  0.0148
H (-4.18, -0.72, 0.34)  0.0000
H (-4.30, -1.55, -1.22)  -0.0001
H (-4.97, 0.09, -1.05)  0.0003
H (-0.83, 1.56, -2.07)  -0.0646
H (-0.26, 2.16, -4.34)  -0.0012
H (-1.79, 1.52, -6.25)  0.0011
H (-4.03, 0.96, -5.54)  0.0000
H (-4.55, 0.20, -3.24)  -0.0003
C (-0.01, -9.05, 1.29)  -0.0016
C (-0.04, -7.62, 0.80)  0.0209
C (1.10, -7.01, 0.29)  0.0024
C (1.09, -5.68, -0.13)  0.0026
C (-0.11, -4.97, -0.05)  0.0335
C (-1.27, -5.56, 0.47)  0.0033
C (-1.22, -6.88, 0.87)  -0.0025
S (-0.11, -3.27, -0.42)  -0.0544
O (-1.33, -2.88, -1.10)  0.0036
O (1.10, -3.02, -1.18)  0.0151
O (-0.02, -2.58, 0.96)  0.3952
H (1.02, -9.42, 1.36)  -0.0001
H (-0.56, -9.70, 0.61)  0.0023
H (-0.47, -9.13, 2.27)  0.0013
H (2.02, -7.57, 0.22)  0.0003
H (1.97, -5.20, -0.53)  -0.0005
H (-2.19, -4.99, 0.54)  0.0014
H (-2.12, -7.35, 1.27)  0.0000

Energy relative to the best compared isomer or geometry (same formula, charge and spin) ... 67.73 kcal per mole
2S+1 ... 5
Expectation value of S² ... 6.080
Charge ... +2
Frontier orbital gap (spin up / spin down) ... 6.6907 / 4.4295 eV
Lowest unoccupied orbital energy (spin up / spin down) ... -5.825 / -8.598 eV


Record 2
A structure of composition C40H24BiBrF10N8O2S2, computed with the ωB97M-V functional and the def2-TZVPD basis.

Last column: Mulliken charge in e.
Positions of all 88 atoms, in Å:
Bi (0.73, 0.49, -1.06)  2.1593
C (-1.87, 2.17, 1.84)  -1.2568
N (-0.50, 2.34, 1.37)  1.3768
C (0.48, 2.49, 2.45)  -0.7805
C (0.33, 1.60, 3.67)  -1.3287
N (0.44, 0.19, 3.37)  -0.0238
C (0.32, -0.68, 4.35)  0.2588
C (-0.07, -0.48, 5.72)  0.4989
F (-0.34, 0.76, 6.21)  -0.3750
C (-0.19, -1.50, 6.64)  -0.1111
F (-0.57, -1.21, 7.91)  -0.3496
C (0.05, -2.82, 6.31)  0.7617
F (-0.10, -3.81, 7.22)  -0.3732
C (0.45, -3.08, 5.01)  -0.2898
F (0.72, -4.35, 4.65)  -0.3329
C (0.59, -2.07, 4.09)  -0.3403
F (1.05, -2.40, 2.87)  -0.0021
C (-0.37, 3.49, 0.48)  -1.1097
C (-1.02, 3.37, -0.93)  -1.4648
N (-1.15, 2.05, -1.55)  0.2326
C (-2.35, 1.62, -1.92)  -0.0060
C (-3.61, 2.30, -1.87)  0.2795
F (-3.72, 3.61, -1.52)  -0.4179
C (-4.83, 1.72, -2.18)  0.2975
F (-5.95, 2.46, -2.07)  -0.3417
C (-4.93, 0.41, -2.61)  0.4153
F (-6.12, -0.16, -2.90)  -0.3563
C (-3.73, -0.27, -2.79)  0.3594
F (-3.75, -1.52, -3.27)  -0.3979
C (-2.53, 0.32, -2.49)  -0.0461
F (-1.44, -0.40, -2.81)  -0.4163
H (-2.17, 2.98, 2.52)  0.3414
H (-1.96, 1.23, 2.37)  0.1852
H (-2.55, 2.16, 0.99)  0.2296
H (0.44, 3.53, 2.83)  0.3294
H (1.48, 2.33, 2.04)  0.2622
H (-0.62, 1.85, 4.17)  0.3809
H (1.13, 1.90, 4.35)  0.5189
H (0.70, 3.65, 0.37)  0.5484
H (-0.79, 4.39, 0.95)  0.4145
H (-0.42, 4.00, -1.60)  0.1467
H (-1.99, 3.84, -0.84)  0.6829
S (2.69, 2.24, -1.03)  -0.5540
C (2.23, 3.14, -2.45)  0.4415
C (2.53, 4.50, -2.52)  -0.9739
C (2.15, 5.28, -3.61)  0.6627
C (2.45, 6.67, -3.62)  -0.1221
N (2.70, 7.79, -3.61)  -0.6021
C (1.45, 4.68, -4.67)  0.5142
C (1.18, 3.31, -4.62)  -1.1189
C (1.55, 2.54, -3.53)  0.8646
S (1.18, 0.82, -3.56)  -0.7252
C (1.04, 5.47, -5.78)  -0.1616
N (0.71, 6.11, -6.68)  -0.6094
H (3.07, 4.95, -1.70)  0.4889
H (0.66, 2.84, -5.45)  0.4898
N (-1.66, -1.09, 0.02)  0.2135
C (-1.80, -2.28, -0.66)  -0.5511
C (-2.97, -3.00, -0.59)  -0.5820
C (-3.16, -4.21, -1.26)  -0.9182
C (-2.15, -4.74, -2.02)  -0.9035
C (-0.96, -4.01, -2.20)  1.1095
C (0.07, -4.47, -3.05)  -0.9191
C (1.18, -3.70, -3.25)  -1.1684
C (1.25, -2.44, -2.63)  -0.7144
N (0.33, -2.00, -1.81)  1.1408
C (-0.77, -2.76, -1.54)  0.4753
H (-2.54, -0.82, 0.43)  0.2862
H (-0.96, -1.06, 0.79)  -0.1418
H (-3.77, -2.62, 0.04)  0.4594
H (-4.10, -4.74, -1.15)  0.3870
H (-2.26, -5.70, -2.51)  0.3853
H (-0.05, -5.42, -3.54)  0.3856
H (1.98, -4.02, -3.90)  0.4327
H (2.09, -1.79, -2.79)  0.4511
Br (5.39, -3.94, 4.44)  -0.2393
C (4.27, -3.69, 2.91)  0.0693
C (3.70, -4.80, 2.31)  -0.2774
N (2.95, -4.69, 1.22)  -0.6891
C (2.74, -3.48, 0.71)  -0.1337
C (3.27, -2.32, 1.26)  0.1918
C (4.05, -2.43, 2.40)  -0.5197
C (2.95, -0.96, 0.66)  0.6599
O (3.02, 0.04, 1.38)  -0.6898
O (2.61, -0.99, -0.57)  -0.9179
H (3.86, -5.79, 2.70)  0.3741
H (2.12, -3.43, -0.17)  0.6153
H (4.47, -1.54, 2.86)  0.5746

Energy relative to the best compared isomer or geometry (same formula, charge and spin) ... 49.95 kcal per mole
2S+1 ... 1
Charge ... -2
Frontier orbital gap ... 5.1966 eV
Lowest unoccupied orbital energy ... 3.552 eV


Record 3
A cluster of 13 separate species, C25H79N17O16 in total, computed with the ωB97M-V functional and the def2-TZVPD basis.

Last column: Mulliken charge in e.
Positions of all 137 atoms, in Å:
C (-6.36, 1.78, -8.63)  -0.7980
O (-5.50, 1.86, -7.55)  -0.2676
C (-5.20, 3.11, -7.03)  -0.7033
C (-6.28, 3.46, -5.96)  -0.5882
N (-6.07, 2.65, -4.78)  -0.3233
C (-7.02, 3.06, -3.81)  -0.5411
C (-7.26, 1.65, -3.06)  -0.8161
O (-7.91, 0.64, -3.80)  -0.3463
C (-7.43, -0.67, -3.49)  -0.7113
H (-6.23, 0.79, -9.06)  0.2413
H (-6.11, 2.44, -9.46)  0.3463
H (-7.41, 1.99, -8.41)  0.2902
H (-5.11, 3.85, -7.83)  0.4264
H (-4.21, 3.07, -6.57)  0.2913
H (-7.24, 3.24, -6.44)  0.3034
H (-6.26, 4.52, -5.71)  0.4655
H (-6.27, 1.68, -4.97)  0.3106
H (-7.96, 3.44, -4.20)  0.3793
H (-6.57, 3.79, -3.14)  0.2816
H (-7.85, 1.84, -2.17)  0.4934
H (-6.29, 1.38, -2.64)  0.3781
H (-7.84, -1.32, -4.26)  0.2543
H (-7.59, -0.95, -2.45)  0.3198
H (-6.34, -0.71, -3.53)  0.3128
C (4.03, -4.84, 1.59)  -0.7630
O (4.50, -5.48, 2.79)  -0.2739
C (5.83, -5.83, 2.71)  -0.8329
C (6.32, -6.51, 4.02)  -0.4106
N (6.38, -5.57, 5.10)  -0.3824
C (6.18, -6.15, 6.39)  -0.5421
C (7.54, -6.70, 7.00)  -0.6996
O (7.76, -8.08, 6.69)  -0.3446
C (6.87, -8.94, 7.35)  -0.7036
H (2.96, -5.01, 1.53)  0.2133
H (4.45, -5.33, 0.71)  0.3328
H (3.94, -3.76, 1.50)  0.3059
H (6.60, -5.16, 2.34)  0.4134
H (5.95, -6.57, 1.92)  0.4941
H (7.25, -7.04, 3.81)  0.2987
H (5.53, -7.24, 4.23)  0.2814
H (5.76, -4.78, 4.99)  0.2480
H (5.43, -6.94, 6.33)  0.3260
H (5.93, -5.37, 7.11)  0.4036
H (7.49, -6.57, 8.08)  0.3530
H (8.32, -6.06, 6.58)  0.4249
H (5.82, -8.64, 7.36)  0.3320
H (7.24, -9.12, 8.36)  0.2820
H (6.95, -9.82, 6.71)  0.2387
C (3.98, 1.73, -9.59)  -0.7418
O (2.61, 1.83, -9.44)  -0.3090
C (1.93, 0.71, -10.04)  -0.5476
C (2.03, -0.56, -9.10)  -0.6013
N (1.31, -0.25, -7.85)  -0.3313
C (-0.17, -0.12, -8.02)  -0.5316
C (-0.96, -0.46, -6.70)  -0.5517
O (-0.37, -1.62, -6.09)  -0.3092
C (-0.96, -2.08, -4.90)  -0.7407
H (4.47, 2.66, -9.30)  0.2901
H (4.28, 1.59, -10.63)  0.3164
H (4.51, 0.99, -9.00)  0.2564
H (2.19, 0.55, -11.09)  0.4021
H (0.88, 0.99, -10.10)  0.2924
H (3.06, -0.67, -8.79)  0.3686
H (1.65, -1.43, -9.64)  0.3365
H (1.50, -0.99, -7.18)  0.2677
H (-0.49, -0.77, -8.83)  0.3164
H (-0.37, 0.91, -8.29)  0.2826
H (-2.00, -0.63, -7.01)  0.3512
H (-0.98, 0.41, -6.04)  0.3623
H (-0.81, -1.35, -4.11)  0.2963
H (-0.52, -3.02, -4.56)  0.2467
H (-2.04, -2.24, -4.96)  0.2788
C (2.88, 6.43, 2.61)  0.6437
O (2.76, 7.57, 3.05)  -0.6852
N (2.04, 5.91, 1.73)  -0.3561
N (3.87, 5.68, 2.89)  -0.3544
H (2.05, 5.00, 1.30)  0.1557
H (1.23, 6.48, 1.54)  0.2055
H (3.93, 4.76, 2.47)  0.1713
H (4.44, 5.97, 3.67)  0.2212
C (2.03, 1.40, 7.78)  0.6867
O (2.90, 2.03, 8.35)  -0.6819
N (1.53, 0.30, 8.21)  -0.3719
N (1.69, 1.79, 6.58)  -0.3858
H (1.83, 0.06, 9.15)  0.2207
H (0.92, -0.30, 7.67)  0.1855
H (2.26, 2.44, 6.05)  0.1913
H (0.90, 1.36, 6.13)  0.1589
C (-4.62, 5.04, 3.89)  0.6009
O (-4.97, 5.50, 4.98)  -0.6649
N (-3.46, 5.20, 3.39)  -0.4322
N (-5.37, 4.30, 3.10)  -0.4131
H (-3.03, 4.39, 2.97)  0.2172
H (-2.98, 5.77, 4.08)  0.2510
H (-4.95, 3.75, 2.37)  0.2165
H (-6.22, 3.96, 3.53)  0.2258
C (-0.95, -4.25, 4.56)  0.6870
O (-0.64, -3.06, 4.66)  -0.6930
N (-1.97, -4.79, 5.17)  -0.4189
N (-0.29, -5.15, 4.00)  -0.2656
H (-2.19, -5.76, 4.99)  0.1674
H (-2.57, -4.08, 5.56)  0.2450
H (0.59, -5.08, 3.52)  0.1646
H (-0.68, -6.08, 4.09)  0.1145
C (-1.25, 1.17, 0.56)  0.6511
O (-2.36, 1.18, 1.01)  -0.6850
N (-0.95, 1.93, -0.46)  -0.3395
N (-0.25, 0.46, 1.07)  -0.3670
H (-0.03, 2.16, -0.80)  0.1598
H (-1.68, 2.55, -0.79)  0.2017
H (-0.36, -0.10, 1.90)  0.2173
H (0.68, 0.73, 0.79)  0.1608
C (5.77, 0.43, 2.71)  0.7049
O (4.73, 0.95, 2.31)  -0.7086
N (6.63, -0.24, 2.01)  -0.4126
N (6.02, 0.41, 3.96)  -0.3995
H (7.32, -0.82, 2.46)  0.1920
H (6.44, -0.20, 1.01)  0.2286
H (5.31, 0.85, 4.53)  0.2113
H (6.92, 0.21, 4.36)  0.1802
C (-5.45, -0.66, 7.56)  0.6406
O (-4.49, -1.32, 7.91)  -0.6675
N (-6.57, -0.83, 8.17)  -0.3883
N (-5.55, 0.17, 6.57)  -0.3559
H (-7.42, -0.32, 8.00)  0.1512
H (-6.65, -1.59, 8.83)  0.2128
H (-6.37, 0.68, 6.25)  0.1873
H (-4.77, 0.03, 5.94)  0.2212
O (2.73, 2.98, -2.08)  -0.6134
H (2.89, 2.98, -3.02)  0.3147
H (3.39, 2.39, -1.72)  0.3017
O (-3.38, 6.37, -2.58)  -0.6323
H (-3.99, 7.11, -2.52)  0.3125
H (-3.81, 5.75, -3.18)  0.3231
O (0.85, 7.21, -3.42)  -0.6366
H (1.26, 6.42, -3.06)  0.3088
H (-0.07, 7.11, -3.21)  0.3227

2S+1 ... 1
Frontier orbital gap ... 8.5842 eV
Lowest unoccupied orbital energy ... -0.194 eV


Total energy per entry: -79127.9382 -182614.2605 -85294.7999 eV